Arrangement a

Density functional theory data (ωB97M-V/def2-TZVPD) for 2 unconnected molecules or ions with the total composition C3H8N2.

The LUMO energy is -0.3430 Eh. The calculation puts the HOMO energy at -21.58 eV.

ORCA input file:
```
! wB97M-V def2-TZVPD RIJCOSX def2/J DEFGRID3
* xyz 2 1
C -1.731 0.969 -0.916
C 1.686 0.297 0.255
C -1.350 -0.953 0.494
N 2.909 0.429 0.215
N -1.420 0.171 -0.196
H -2.094 1.839 -1.425
H 1.666 -0.703 0.818
H 1.482 1.311 -0.075
H -0.714 -1.678 0.074
H -2.282 -1.518 0.437
H -1.420 -0.696 1.522
H 3.432 1.155 -0.323
H 3.585 -0.120 0.651
*
```

=====

Arrangement b

Density functional theory data (ωB97M-V/def2-TZVPD) for 2 unconnected molecules or ions with the total composition C3H8N2.

The LUMO energy is -0.3409 Eh. The calculation puts the HOMO energy at -21.98 eV.

ORCA input file:
```
! wB97M-V def2-TZVPD RIJCOSX def2/J DEFGRID3
* xyz 2 1
C -0.586 0.117 -2.392
C 0.292 -1.341 1.141
C -0.544 2.025 -0.781
N 1.030 -1.788 2.060
N -0.529 0.937 -1.597
H -0.635 -0.646 -3.135
H -0.762 -1.148 1.325
H 0.702 -1.177 0.147
H -0.714 1.738 0.258
H -1.358 2.695 -1.093
H 0.402 2.571 -0.867
H 2.025 -2.006 1.928
H 0.677 -1.976 3.006
*
```

=====

Stability ranking, top and bottom: arrangement b is the most stable and arrangement a is the least stable.

=====

Arrangement a

Density functional theory data (ωB97M-V/def2-TZVPD) for 2 unconnected molecules or ions with the total composition C5H11NO.

The LUMO energy (alpha / beta) is -0.1544 / -0.2730 Eh. As for the expectation value of S²: 0.7663. The calculation puts the HOMO energy (alpha / beta) at -13.93 / -13.93 eV.

ORCA input file:
```
! wB97M-V def2-TZVPD RIJCOSX def2/J DEFGRID3
* xyz 1 2
N -1.243 1.191 0.814
C -1.167 0.552 -0.379
C -2.191 0.686 -1.336
C 2.436 0.745 -1.738
C 1.030 1.068 -1.355
C 0.147 0.166 -0.871
H -1.976 1.864 0.942
H -0.725 0.654 1.498
H -3.206 0.869 -0.994
H -1.984 0.209 -2.282
H 2.927 1.701 -1.909
H 3.025 0.190 -1.004
H 2.527 0.071 -2.601
H 0.748 2.012 -1.827
H 0.614 -0.809 -1.016
H 1.080 -3.849 4.301
H -0.279 -3.218 3.947
O 0.580 -3.441 3.614
*
```

=====

Arrangement b

Density functional theory data (ωB97M-V/def2-TZVPD) for a gas-phase ion, C5H11NO (charge +1).

The LUMO energy (alpha / beta) is -0.1509 / -0.2936 Eh. As for the expectation value of S²: 0.7574. The calculation puts the HOMO energy (alpha / beta) at -14.91 / -14.81 eV.

ORCA input file:
```
! wB97M-V def2-TZVPD RIJCOSX def2/J DEFGRID3
* xyz 1 2
C 1.599 0.594 -0.069
C 2.860 0.213 -0.765
C 0.365 -0.434 0.198
N -0.949 0.044 0.758
C -2.306 -0.502 0.809
C -3.040 -0.160 -0.499
O -4.182 0.404 -0.560
H 2.009 0.859 0.928
H 1.300 1.553 -0.529
H 3.485 1.160 -0.662
H 3.508 -0.503 -0.273
H 2.765 0.032 -1.883
H 0.270 -0.948 -0.838
H 0.660 -1.226 0.903
H -0.765 0.921 1.435
H -2.266 -1.681 0.708
H -2.862 -0.173 1.768
H -2.449 -0.154 -1.428
*
```

=====

Arrangement c

Density functional theory data (ωB97M-V/def2-TZVPD) for 2 unconnected molecules or ions with the total composition C5H11NO.

The LUMO energy (alpha / beta) is -0.1639 / -0.2649 Eh. As for the expectation value of S²: 0.7666. The calculation puts the HOMO energy (alpha / beta) at -13.41 / -13.41 eV.

ORCA input file:
```
! wB97M-V def2-TZVPD RIJCOSX def2/J DEFGRID3
* xyz 1 2
C -2.428 0.609 0.442
N -1.150 -0.091 0.244
C -0.609 -0.411 -0.951
C -1.109 0.202 -2.065
C 1.101 -1.847 -1.928
C 0.244 -1.602 -0.920
H -2.251 1.682 0.337
H -2.734 0.467 1.478
H -3.201 0.277 -0.252
H -0.745 -0.560 1.047
H -1.671 1.124 -2.042
H -0.870 -0.214 -3.029
H 0.886 -1.370 -2.882
H 1.632 -2.789 -1.982
H 0.113 -2.291 -0.093
H 4.424 2.071 4.947
H 3.808 2.259 3.549
O 4.560 2.485 4.102
*
```

=====

Stability ranking, top and bottom: arrangement c is the most stable and arrangement b is the least stable.

=====

Arrangement a

Density functional theory data (ωB97M-V/def2-TZVPD) for C17H25N3O2S in the gas phase.

The LUMO energy is 0.0287 Eh. The calculation puts the HOMO energy at -8.37 eV.

ORCA input file:
```
! wB97M-V def2-TZVPD RIJCOSX def2/J DEFGRID3
* xyz 0 1
C -4.907 -1.361 -1.531
H -4.955 -2.365 -1.116
H -5.070 -1.430 -2.604
H -5.711 -0.769 -1.103
C -3.540 -0.717 -1.272
N -3.165 -0.500 0.117
C -2.985 -1.723 0.888
C -1.686 -2.439 0.525
H -1.571 -3.314 1.160
H -1.686 -2.773 -0.510
H -0.836 -1.782 0.689
H -2.928 -1.446 1.943
H -3.834 -2.415 0.776
C -3.951 0.529 0.787
H -3.802 0.418 1.864
C -3.519 1.949 0.400
C -2.070 2.238 0.789
N -1.178 1.411 0.013
C -0.022 1.846 -0.492
O 0.408 2.976 -0.350
C 0.750 0.798 -1.301
C 2.121 0.640 -0.666
C 2.041 -0.101 0.652
O 0.999 -0.448 1.168
N 3.239 -0.332 1.247
C 4.504 -0.161 0.685
C 5.619 -0.072 1.511
C 6.888 0.018 0.972
C 7.061 0.012 -0.404
C 5.960 -0.069 -1.236
C 4.683 -0.149 -0.701
S 3.278 -0.265 -1.762
H 6.075 -0.075 -2.309
H 8.051 0.074 -0.828
H 7.743 0.086 1.626
H 5.479 -0.081 2.583
H 3.203 -0.708 2.186
H 2.559 1.631 -0.499
H 0.225 -0.156 -1.319
H 0.867 1.171 -2.320
H -1.481 0.442 -0.048
H -1.810 3.282 0.596
H -1.928 2.038 1.858
H -3.639 2.106 -0.673
H -4.173 2.654 0.916
H -5.029 0.419 0.594
H -2.768 -1.342 -1.728
H -3.509 0.254 -1.774
*
```

=====

Arrangement b

Density functional theory data (ωB97M-V/def2-TZVPD) for C17H25N3O2S in the gas phase.

The LUMO energy is 0.0209 Eh. The calculation puts the HOMO energy at -8.18 eV.

ORCA input file:
```
! wB97M-V def2-TZVPD RIJCOSX def2/J DEFGRID3
* xyz 0 1
C -3.943 -1.192 -2.101
H -4.334 -1.223 -3.116
H -4.190 -2.126 -1.603
H -2.862 -1.101 -2.140
C -4.551 -0.018 -1.333
N -4.050 0.019 0.032
C -5.031 -0.306 1.046
C -6.085 0.774 1.323
H -5.620 1.672 1.721
H -6.618 1.036 0.411
H -6.806 0.408 2.049
H -5.528 -1.227 0.734
H -4.488 -0.520 1.972
C -3.215 1.158 0.346
H -3.039 1.153 1.424
C -1.863 1.058 -0.363
C -0.882 2.104 0.155
N 0.391 2.026 -0.526
C 1.561 1.848 0.120
O 1.640 1.709 1.323
C 2.789 1.866 -0.783
C 3.463 0.490 -0.901
C 3.929 0.009 0.464
O 5.021 0.318 0.886
N 3.076 -0.752 1.189
C 1.811 -1.213 0.848
C 0.963 -1.677 1.849
C -0.271 -2.213 1.538
C -0.678 -2.304 0.216
C 0.148 -1.831 -0.787
C 1.381 -1.277 -0.478
S 2.421 -0.715 -1.786
H -0.149 -1.888 -1.824
H -1.638 -2.728 -0.032
H -0.916 -2.567 2.328
H 1.289 -1.611 2.877
H 3.361 -0.901 2.149
H 4.353 0.598 -1.529
H 2.536 2.225 -1.782
H 3.515 2.547 -0.332
H 0.376 2.086 -1.532
H -1.300 3.109 0.025
H -0.674 1.945 1.216
H -1.457 0.062 -0.189
H -1.997 1.191 -1.439
H -3.692 2.120 0.084
H -4.315 0.919 -1.851
H -5.641 -0.124 -1.339
*
```

=====

Stability ranking, top and bottom: arrangement a is the most stable and arrangement b is the least stable.

=====

Arrangement a

Density functional theory data (ωB97M-V/def2-TZVPD) for a molecular structure, C7H14O3.

The LUMO energy (alpha / beta) is -0.0059 / -0.0059 Eh. The calculation puts the HOMO energy (alpha / beta) at -7.69 / -7.69 eV.

ORCA input file:
```
! wB97M-V def2-TZVPD RIJCOSX def2/J DEFGRID3
* xyz 0 1
C 0.774 0.740 0.777
C 0.725 0.913 -0.659
C -1.442 -0.168 -0.811
C 0.436 1.972 1.587
C 0.079 -1.781 0.671
C -1.133 -0.682 -2.211
C -0.453 -0.355 0.855
O 2.061 0.197 1.102
O 1.576 0.273 -1.418
O -1.292 -0.116 1.750
H 1.976 -0.351 1.889
H 2.186 -0.203 -0.814
H 0.142 1.671 -1.155
H -1.864 0.838 -0.798
H -2.178 -0.814 -0.335
H -0.488 2.421 1.225
H 0.260 1.679 2.621
H 1.250 2.696 1.530
H 0.732 -1.909 -0.191
H 0.616 -2.088 1.572
H -0.781 -2.440 0.562
H -0.581 0.029 -2.829
H -2.059 -0.922 -2.745
H -0.542 -1.601 -2.176
*
```

=====

Arrangement b

Density functional theory data (ωB97M-V/def2-TZVPD) for C7H14O3 in the gas phase.

The LUMO energy is 0.0281 Eh. The calculation puts the HOMO energy at -9.06 eV.

ORCA input file:
```
! wB97M-V def2-TZVPD RIJCOSX def2/J DEFGRID3
* xyz 0 1
C 1.319 1.466 1.305
C -2.326 1.144 -0.086
C -1.361 0.236 0.615
O 0.583 1.468 0.101
O -1.420 -0.015 1.796
H 0.904 0.762 2.032
H 1.259 2.478 1.706
H 2.373 1.230 1.139
H -1.898 2.145 -0.039
H -2.456 0.910 -1.138
H -3.286 1.138 0.425
C -0.036 -1.941 0.406
C 1.968 -0.339 -1.033
C -0.483 -0.701 -0.361
C 0.597 0.271 -0.831
O -1.203 -1.071 -1.527
H -1.876 -1.715 -1.276
H 0.248 0.738 -1.757
H 0.599 -1.671 1.244
H 0.500 -2.620 -0.254
H -0.914 -2.452 0.802
H 2.661 0.429 -1.371
H 1.900 -1.120 -1.788
H 2.349 -0.771 -0.110
*
```

=====

Stability ranking, top and bottom: arrangement b is the most stable and arrangement a is the least stable.